Record 1
C7H12ClNO | ωB97M-V/def2-TZVPD

Each line ends with the natural charge from an NBO analysis.
Geometry (Å):
H -2.5757 1.4694 -1.2148  0.21
H 4.2394 1.3851 2.2947  0.34
H -3.5259 -1.9687 -0.9408  0.20
C 0.1051 -0.4389 0.7263  -0.42
C -3.0339 0.6044 -0.7924  -0.65
H -0.3527 0.2220 1.5396  0.21
H -0.2142 -0.8767 -1.4426  0.22
H -0.0742 -1.4325 1.1556  0.23
H 3.7621 2.6918 1.3924  0.35
C -2.1060 -0.5667 -0.8122  0.07
H -4.0392 0.4427 -1.0560  0.22
Cl 2.5403 -1.1614 -1.7333  0.16
H 1.8920 0.4908 1.4906  0.25
C 1.5302 -0.0021 0.5551  -0.33
C 2.3470 -0.3529 -0.3817  0.06
H -3.1431 0.7673 0.2793  0.23
H -1.7897 -2.6000 -0.5206  0.20
O 4.1798 0.9221 0.2736  -0.37
H -0.4164 0.7718 -0.9489  0.21
C -0.5860 -0.2093 -0.6389  -0.45
C -2.5262 -1.8044 -0.6024  -0.46
N 3.7872 1.6461 1.3773  -0.47

- Total charge: 0
- E_HOMO (alpha / beta): -9.06 / -7.85 eV
- Orbital gap (alpha / beta): 0.344 / 0.288 hartree

Record 2
C7H12N | ωB97M-V/def2-TZVPD

Each line ends with the natural charge from an NBO analysis.
Geometry (Å):
C -1.7619 -1.0957 -2.6665  -0.24
H 1.7910 -1.0455 -0.0060  0.24
N 1.3493 0.6698 1.0014  -0.32
C 1.7472 1.9975 1.5589  -0.44
H 2.0457 1.9683 2.6531  0.24
H 0.8619 2.6405 1.4872  0.24
H -0.7299 -2.0308 0.4023  0.25
H -2.6907 -0.9770 -3.3497  0.25
H 2.7779 2.2498 1.1741  0.25
H -0.7348 1.2701 1.0006  0.20
C -1.7190 -1.0792 -1.3568  -0.16
C 0.0583 0.5352 0.6434  0.19
H -3.0805 0.1322 -0.0737  0.25
H -3.3825 -1.7261 0.0181  0.25
C -1.1795 -1.1799 -0.1027  -0.02
C -2.6850 -0.8892 -0.2612  -0.44
H -0.7477 -1.1382 -3.2237  0.22
C 2.3434 -0.2108 0.4368  -0.43
H 2.6093 0.2802 -0.5381  0.24
H 3.1275 -0.3710 1.2024  0.25

- Total charge: +1
- E_HOMO: -13.53 eV
- Orbital gap: 0.328 hartree

Record 3
C7H12N | ωB97M-V/def2-TZVPD

Each line ends with the natural charge from an NBO analysis.
Geometry (Å):
H -3.3930 -2.0882 -0.8329  0.25
H -0.7344 1.1552 1.5698  0.23
C -3.4229 -1.3313 -0.0564  -0.45
C -1.5448 0.4241 -0.2094  -0.37
C 1.2701 1.8272 -0.2929  -0.40
H 1.1338 2.6412 0.3384  0.23
N 0.9540 0.4941 0.3864  -0.38
H -4.3128 -1.2522 0.5765  0.26
H -0.3964 -0.5374 1.3893  0.22
H 2.7439 -2.2337 -0.9422  0.26
H 0.5628 1.9464 -1.1086  0.23
C 1.4561 -0.5742 -0.4681  -0.10
C -2.5302 -0.4221 -0.0792  0.15
H 0.8575 -0.7987 -1.5061  0.26
C -0.5000 0.3704 0.8946  -0.20
H -1.5681 1.3386 -0.6771  0.23
H 1.5116 0.3170 1.2304  0.44
H 2.3387 1.7208 -0.6234  0.25
C 2.4348 -1.4328 -0.2624  -0.35
H 3.1395 -1.5643 0.6733  0.23

- Total charge: +1
- E_HOMO: -13.77 eV
- Orbital gap: 0.401 hartree
- SMILES string: C=C=CC[N@H+](C)C=C

Record 4
C7H12N | ωB97M-V/def2-TZVPD

Each line ends with the natural charge from an NBO analysis.
Geometry (Å):
H 2.3888 -0.1716 -1.2720  0.27
C -0.8430 -0.1846 0.2722  0.12
H 2.1368 -2.1423 0.1132  0.26
N -1.2100 2.5171 -0.3917  -1.06
C -2.7137 -2.0018 0.3480  0.03
C 1.5744 0.3819 -0.7786  -0.33
C 1.5362 0.5714 0.7138  -0.32
H 0.8206 -2.3848 -0.8113  0.25
H 2.1875 0.0659 1.4387  0.26
C 0.5669 -0.5451 0.0727  -0.12
C -1.7888 -1.2396 0.3577  -0.18
H -0.5265 3.1551 -0.0013  0.38
C 1.0147 -1.9344 0.1495  -0.66
H -2.0751 2.8797 -0.0989  0.39
H -0.9807 0.9236 0.1661  0.30
H -1.2998 2.6266 -1.3515  0.38
H 1.1170 1.5307 1.0136  0.23
H 1.1831 1.2684 -1.2268  0.24
H -3.6019 -2.7274 0.2427  0.30
H 0.5136 -2.5888 1.0437  0.25

- Total charge: +1
- E_HOMO: -14.39 eV
- Orbital gap: 0.313 hartree

Record 5
C7H12N | ωB97M-V/def2-TZVPD

Each line ends with the Löwdin spin population.
Geometry (Å):
C -1.8712 -0.4569 0.1936  0.00
H -2.5116 -1.0618 -0.3705  0.00
H -0.2546 -1.7877 -0.7920  0.00
N 2.0348 0.5114 -0.3650  0.22
H -1.8710 -0.7404 1.2283  0.00
H 1.6115 0.1746 2.5749  0.00
H 0.4448 -0.1987 -2.4346  0.02
H -0.0013 0.9604 2.0199  0.00
H 0.0591 -0.7776 2.3658  0.01
C 0.6317 0.0896 2.0012  0.02
C -0.0302 1.6362 -1.2811  0.62
C -0.3556 -0.8472 -0.2820  0.08
H -1.9872 0.5523 0.1475  0.00
H -1.0868 1.7016 -1.3032  0.02
C -0.1714 0.1805 -1.6221  0.13
C 1.1244 1.3523 -0.7001  0.71
H 1.5291 -1.4600 0.6080  0.01
H 3.0592 0.4677 -0.4167  0.02
C 0.8385 -0.5176 0.6411  0.12
H -1.1921 0.2213 -2.2128  0.01

- Total charge: +1
- E_HOMO (alpha / beta): -10.98 / -15.64 eV
- Orbital gap (alpha / beta): 0.273 / 0.300 hartree
- 2S+1: 3
- ⟨S²⟩: 2.01

Record 6
C7H12N2 | ωB97M-V/def2-TZVPD

Each line ends with the natural charge from an NBO analysis.
Geometry (Å):
H -2.1761 0.5757 -1.6111  0.23
H 3.7295 -2.1093 -0.1628  0.27
H 0.5635 0.7911 -1.7556  0.22
H -1.6512 0.5334 0.3657  0.26
C 0.6445 2.0301 -0.0180  -0.59
H -1.8237 -2.6224 -0.6325  0.37
C -1.3663 0.3902 -0.8067  -0.45
C 1.6751 -1.0046 0.0507  -0.03
C -0.6151 -1.0524 -0.4834  -0.01
H -0.1711 -1.6273 -1.3008  0.22
H 0.2428 -0.6581 2.1029  0.39
N -0.1346 0.1071 1.4097  -0.85
H -2.7060 -1.4136 0.7240  0.40
C 0.4204 -0.2216 0.1392  -0.01
H 0.5592 3.1087 -0.5564  0.21
C 0.0750 0.9473 -0.7519  -0.26
H 1.6786 2.1187 0.3148  0.24
H -0.1195 2.1963 0.9285  0.18
H 0.1141 1.3884 2.1036  0.37
C 2.6955 -1.5833 -0.3577  -0.26
N -1.6345 -1.8944 0.2978  -0.88

- Total charge: 0
- E_HOMO: -8.64 eV
- Orbital gap: 0.332 hartree

Record 7
C7H12N2 | ωB97M-V/def2-TZVPD

Each line ends with the natural charge from an NBO analysis.
Geometry (Å):
C -1.0320 0.5745 1.0387  -0.24
H 0.5706 2.9900 -0.6761  0.17
H 1.4419 -1.2183 -1.5322  0.19
H -0.2116 1.6027 -2.5303  0.22
H -2.1244 0.7439 1.0635  0.20
N 0.7068 -1.6518 1.7329  -0.82
H -1.5081 -1.3257 0.3043  0.22
C -0.7387 -0.6095 0.0598  -0.30
H -1.8495 0.2805 -1.5418  0.21
N -0.3905 1.8373 0.7342  -0.41
C 0.0671 2.0673 -0.4061  0.14
H 1.1252 0.8101 -1.7791  0.23
C 0.5481 -1.2717 0.3723  0.21
H -0.7536 0.3402 2.0753  0.22
C -0.8191 -0.0898 -1.3770  -0.40
H 1.4695 -2.2567 1.9271  0.38
H -0.6125 -0.8531 -2.1641  0.22
H 2.5202 -1.9532 -0.2338  0.20
C 1.5526 -1.5103 -0.4917  -0.52
H -0.1640 -2.0056 2.1400  0.36
C 0.0692 1.0973 -1.5833  -0.49

- Total charge: 0
- E_HOMO: -8.24 eV
- Orbital gap: 0.337 hartree
- SMILES string: C=C(N)[C@@H]1CCC=NC1

Record 8
C7H12N2 | ωB97M-V/def2-TZVPD

Each line ends with the natural charge from an NBO analysis.
Geometry (Å):
H -1.8063 0.7062 -1.8089  0.21
N 1.5802 0.8256 1.5078  -0.83
C 0.7472 -1.3277 0.6332  -0.28
C -1.2751 1.1929 0.7877  -0.34
H -0.2708 1.5944 -1.8593  0.22
H -1.1641 1.1045 1.8611  0.18
N 2.0632 0.3493 -0.7033  -0.85
H -1.5253 -2.9564 -0.5282  0.20
H -0.3064 -0.1435 -2.1654  0.21
C -0.5626 -1.2549 0.3038  -0.01
H -2.0065 1.9107 0.4331  0.19
H 2.0699 -0.3498 -1.4302  0.38
C -0.7429 0.6551 -1.5661  -0.63
H 1.1154 0.5035 2.3448  0.37
C -0.5369 0.4133 -0.0800  -0.13
H 2.9919 0.6018 -0.3950  0.39
C 1.1663 0.0724 0.3639  0.32
H 1.3952 1.8172 1.3857  0.37
H -2.6387 -1.5694 -0.0024  0.20
C -1.6423 -1.9853 -0.0624  -0.38
H 1.3486 -2.1600 0.9801  0.21

- Total charge: 0
- E_HOMO (alpha / beta): -7.57 / -7.20 eV
- Orbital gap (alpha / beta): 0.280 / 0.249 hartree

Record 9
C7H12N2O | ωB97M-V/def2-TZVPD

Each line ends with the natural charge from an NBO analysis.
Geometry (Å):
N 1.4572 -1.8739 -0.0668  -0.31
H 2.1994 -3.5743 -0.6969  0.21
C -1.1761 0.9839 -0.7201  -0.33
N -0.5027 -1.0345 0.7947  -0.01
H 0.5448 -2.5590 1.8717  0.24
H -2.0320 2.8164 0.0696  0.21
C -1.7823 1.8083 0.4003  -0.61
H -1.1996 1.7835 1.3637  0.23
H 3.2880 -2.2172 -1.1112  0.22
C 2.6010 -2.7194 -0.3417  -0.39
H -2.7581 1.4610 0.8480  0.23
C -2.2280 0.5754 -1.7364  -0.59
C 1.2428 -0.8728 -0.8880  -0.10
H -2.9889 -0.1842 -1.4016  0.23
H -2.7395 1.4661 -2.0351  0.21
H -1.7730 0.2770 -2.7171  0.21
H 1.7438 -0.5604 -1.7806  0.21
H 3.2098 -2.8480 0.5839  0.22
O -1.5004 -1.2813 1.6041  -0.63
H -0.4415 1.6291 -1.1672  0.23
C -0.5145 -0.2010 -0.1686  0.30
C 0.5106 -1.9829 0.8628  0.02

- Total charge: 0
- E_HOMO: -7.47 eV
- Orbital gap: 0.299 hartree

Record 10
C7H12N2O2 | ωB97M-V/def2-TZVPD

Each line ends with the natural charge from an NBO analysis.
Geometry (Å):
H 0.0278 2.3341 -0.9578  0.22
H -1.7573 -1.8816 -0.3689  0.24
C -0.3092 0.4822 -0.3564  0.15
C 0.3157 1.3973 -1.3716  -0.66
C 3.4937 -1.5050 0.9893  -0.26
H -0.2670 -2.8473 -0.3847  0.23
C -1.5582 0.8821 0.0904  -0.01
H -0.7773 -2.2290 1.1220  0.25
N -2.1034 0.1657 1.1441  0.09
N 1.5169 -0.7346 0.1580  -0.10
H 4.0551 -1.5912 0.0409  0.19
H -3.2875 1.9366 0.1356  0.26
H 1.3925 1.3158 -1.4541  0.24
O 2.0657 -1.7604 0.8282  -0.37
C 0.2453 -0.8327 -0.0610  0.16
O -3.2556 0.4189 1.4603  -0.33
H -1.8043 3.0911 -0.0487  0.23
H -0.0975 1.4563 -2.4550  0.24
C -2.2536 2.1010 -0.2953  -0.71
H 3.8418 -2.1080 1.8271  0.20
H -2.3713 2.2939 -1.4118  0.22
C -0.7011 -1.9400 0.1039  -0.68
H 3.5890 -0.4452 1.2656  0.19

- Total charge: 0
- E_HOMO (alpha / beta): -8.55 / -8.55 eV
- Orbital gap (alpha / beta): 0.293 / 0.293 hartree
- SMILES string: CO/N=C(C)/C(C)=C(/C)N=O

Record 11
C7H12N2O2S2 | ωB97M-V/def2-TZVPD

Each line ends with the natural charge from an NBO analysis.
Geometry (Å):
H -3.3708 -0.2535 -1.9411  0.15
C -1.2581 1.1439 -3.3851  -0.64
O 2.2415 5.3450 -0.8108  -0.51
C 0.7232 -0.8772 -0.2357  -0.24
H -1.1653 0.1916 0.7837  0.18
N 0.6456 0.5249 -0.2679  -0.65
H 1.6677 -1.2401 -0.7320  0.21
C 0.2184 1.6339 1.8821  -0.64
C -0.5028 -1.7670 -0.7315  0.09
H -1.1134 0.0498 -3.0441  0.30
H -0.3088 1.5800 -3.1302  0.26
H 0.1232 0.9231 2.6847  0.21
O 1.2266 3.5031 -1.7295  -0.52
H -0.4140 -2.7793 -0.3950  0.17
H -0.9033 1.9484 0.0110  0.21
S -3.7653 2.2796 -4.2332  0.12
C -2.3785 1.6490 -3.8340  -0.05
H -0.2880 2.6143 2.1321  0.21
H 0.6596 -1.2809 0.8067  0.19
S -3.0348 -1.5732 -1.4863  0.15
N -1.3903 -1.0714 -1.3220  -0.60
H 1.3107 1.7866 1.7341  0.22
H 0.6443 0.8657 -1.2522  0.38
C -0.3726 1.0958 0.5794  -0.22
C 1.7204 4.4100 -1.2498  1.03

- Total charge: 0
- E_HOMO: -8.48 eV
- Orbital gap: 0.307 hartree
- SMILES string: CCNC/C=N/S.C=C=S.O=C=O

Record 12
C7H12N2O3 | ωB97M-V/def2-TZVPD

Each line ends with the natural charge from an NBO analysis.
Geometry (Å):
C -0.5279 -1.5037 0.0934  0.06
H 2.5949 -1.8001 -0.4084  0.49
C 2.3062 0.3762 -0.0823  0.60
H 4.2265 0.0657 0.6187  0.39
H -1.3244 -0.1685 -1.3254  0.22
H 0.4805 1.6662 -0.3997  0.48
N 3.5103 -0.2334 -0.0141  -0.32
H 2.2865 1.8910 1.4136  0.18
H 1.2149 -2.2348 1.3586  0.23
O 1.3264 -0.2147 -0.4887  -0.64
H -3.4146 1.0199 -1.2359  0.19
C -1.6466 -1.0181 -0.7090  -0.51
C 2.2305 1.8500 0.3077  -0.15
O 1.0531 2.4064 -0.1852  -0.70
O 3.5058 -1.6195 -0.1231  -0.55
C -3.6903 0.5142 -0.3072  -0.26
H -3.2925 -1.4169 0.7044  0.20
C -2.8341 -0.6086 0.1387  -0.07
H 3.1016 2.3814 -0.0931  0.19
H -4.7518 0.5066 -0.0949  0.20
H -1.9836 1.1875 0.6193  0.34
H -1.9543 -1.7977 -1.4184  0.24
N -2.8175 0.6586 0.8566  -0.58
C 0.4004 -1.9076 0.7742  -0.27

- Total charge: 0
- E_HOMO: -8.87 eV
- Orbital gap: 0.351 hartree
- SMILES string: C#CC[C@@H]1CN1.O=C(CO)NO

For each record above, in turn, the calculated calculated total energy values are -23506.55578; -8930.78539; -8933.29510; -8932.13870; -8927.22921; -10423.65338; -10432.84999; -10429.17017; -12474.52770; -14523.09446; -36195.92540; -16570.83932 eV.
For each record above, in turn, the calculated maximum force values are 3.5; 5.3; 5.1; 3.8; 9.8; 8.8; 2.5; 2.3; 8.4; 3.2; 3.6; 3.2 eV/Å.
For each record above, in turn, the calculated energy relative to the best compared isomer or geometry (same formula, charge and spin) values are 184.1; 143.4; 85.5; 112.2; 132.7; 226.5; 14.5; 99.3; 162.2; 154.4; 77.0; 138.7 kcal per mole.